Record 1
Here is 2 unconnected molecules or ions with the total composition C12H19NS from the OMol25 dataset. Energies are from wB97M-V/def2-TZVPD.

For the molar mass, the calculation gives 209.4 g mol⁻¹. The value obtained for the orbital gap (alpha / beta) is 6.7 / 5.4 eV. The HOMO energy (alpha / beta) is -7.73 / -7.52 eV. The energy relative to the best compared isomer or geometry (same formula, charge and spin) is 535.55 kJ/mol.

Structure (ORCA input):
```
! RIJCOSX wB97M-V def2-TZVPD def2/J DEFGRID3
* xyz 0 1
S -2.6733 -1.4190 0.9716
N -3.2005 0.6027 -0.6603
C 3.0114 -1.7183 -0.7325
C 0.2740 0.4852 1.9115
C 1.5490 2.7488 -0.0577
C 0.6387 -0.9996 -0.0987
C -1.6396 2.4204 0.0373
C -3.5284 -0.5704 -0.2053
C 3.3684 -2.0957 0.4815
C -4.7127 -1.2185 -0.8532
C -2.3866 1.4961 -0.2557
C 0.8580 1.4710 -0.3173
C 1.0285 0.3146 0.5802
C 1.6229 -1.3912 -1.1997
H 0.4534 1.3131 -1.3043
H 3.7665 -1.6521 -1.5072
H 0.5029 1.4407 2.3752
H 1.1031 3.5698 -0.6126
H 1.5729 2.9862 1.0055
H -5.0442 -2.0707 -0.2666
H 4.3918 -2.3334 0.7182
H -0.3591 -0.8926 -0.5270
H 2.0978 0.2678 0.8434
H 0.5788 -1.7932 0.6446
H 2.6632 -2.1992 1.2881
H 1.2352 -2.2676 -1.7297
H -4.4425 -1.5630 -1.8521
H 2.5939 2.6669 -0.3849
H -1.2404 3.3597 0.2715
H 0.5491 -0.3103 2.5984
H -0.7956 0.4318 1.7263
H -5.5225 -0.4972 -0.9535
H 1.6859 -0.5829 -1.9352
*
```

***

Record 2
Here is a molecular structure, C12H20Br24N4OP from the OMol25 dataset. Energies are from wB97M-V/def2-TZVPD.

For the molar mass, the calculation gives 2185.0 g mol⁻¹. The value obtained for the orbital gap is 5.1 eV. The HOMO energy is -10.69 eV. The energy relative to the best compared isomer or geometry (same formula, charge and spin) is 288.24 kJ/mol.

Structure (ORCA input):
```
! RIJCOSX wB97M-V def2-TZVPD def2/J DEFGRID3
* xyz 1 1
Br 4.4747 -1.0093 -5.3249
Br 2.2422 3.9210 -0.7893
Br -7.5725 -1.2943 2.5716
Br -6.0286 -5.5509 -5.2644
Br 7.6627 0.1123 -0.0263
Br 2.0639 1.0649 -5.8443
Br 9.8550 1.7886 -1.6901
Br -2.2104 -0.8955 2.3564
Br -0.6770 2.5644 -0.6389
Br -0.0219 5.1782 1.1284
Br -6.0584 -4.1375 2.4793
Br -6.6802 5.0294 6.7722
Br -8.0512 -3.2133 -4.3536
Br -3.9385 6.1885 5.5379
Br -7.9017 -3.2126 0.0032
Br 9.3733 2.4206 1.4329
Br -3.3240 -1.7907 -0.5320
Br -9.2606 2.8149 4.6441
Br 4.3759 1.7816 -3.7169
Br -10.3468 2.0546 1.7071
Br -7.7036 3.8699 2.0274
Br -5.1838 -3.5143 -2.9142
Br -0.2104 -2.1983 0.1916
Br -5.0312 3.3032 4.6076
P 5.6923 -0.6616 -0.5452
O 6.9237 -1.8882 -0.6612
N 1.6826 -2.5881 1.3007
N 2.4059 0.4553 -0.1703
N 3.6846 -2.5855 -0.1873
N 1.6776 -1.5657 -1.1385
C 0.3381 4.2199 -0.5257
C 5.4161 -0.3142 1.3216
C 2.2302 -2.2686 0.0829
C -8.7823 2.4448 2.7953
C 3.9404 0.8604 -5.3740
C -6.7275 -2.6339 1.4422
C -5.5097 5.0866 5.2196
C 4.0745 -1.4744 -1.1559
C 9.3608 1.0587 0.0440
C -6.6510 -4.4417 -3.7925
C -1.7997 -1.1110 0.4673
C 2.7482 -0.4748 -1.3524
H 4.2589 -0.2552 1.5962
H -6.0746 5.5614 4.4107
H 4.3402 -1.9924 -2.1766
H 10.1262 0.3227 0.3110
H 5.9233 0.7195 1.6326
H 1.9150 -2.1703 -1.9796
H 1.3756 0.4571 0.0003
H -7.0941 -5.1141 -3.0505
H -5.8600 -2.1567 0.9745
H 7.5978 -1.6485 -1.3898
H 1.5190 -3.5895 1.5657
H 1.4929 -1.8249 1.9903
H 5.8849 -1.1929 1.9771
H 3.6860 -3.5605 -0.5592
H 2.7267 1.4264 -0.3776
H 4.5230 1.3387 -6.1683
H -8.1627 1.5419 2.7999
H 2.8493 -0.0018 -2.4175
H -1.5775 -0.1141 0.0726
H -0.0017 4.8601 -1.3466
*
```

***

Record 3
Here is a molecular structure, C12H20Br2CaKNNaO10PSV from the OMol25 dataset. Energies are from wB97M-V/def2-TZVPD.

For the molar mass, the calculation gives 714.2 g mol⁻¹. The value obtained for the orbital gap is 1.5 eV. The HOMO energy is -9.01 eV.

Structure (ORCA input):
```
! RIJCOSX wB97M-V def2-TZVPD def2/J DEFGRID3
* xyz 1 1
Br -0.4906 -1.6781 -0.5508
Br 4.7352 2.9004 -0.3285
V -0.9648 6.1299 -4.3066
Ca -0.3648 -3.6001 5.2234
K 0.1574 2.4775 -1.1007
S -4.2648 3.0898 -3.0267
P -0.9903 0.4040 -2.8037
Na -2.8426 -1.5725 -3.7007
O -0.4278 2.0612 -2.9708
O 0.0340 6.2301 -2.8649
O -1.6705 -0.0786 -4.1836
O -3.1935 3.5400 -3.9337
O -2.3426 0.4914 -1.6546
O 3.6687 0.9578 3.9268
O -1.9637 6.0296 -5.7484
O -5.4296 3.9838 -3.1598
O -3.7772 3.1224 -1.6357
O -4.6592 1.7132 -3.3770
N 3.6046 1.4945 -2.2310
C -3.3701 -3.2898 1.1571
C -3.9154 -3.6968 3.8626
C -4.8923 -3.9709 2.9052
C -4.6206 -3.7631 1.5532
C -2.6661 -3.2199 3.4669
C -2.3912 -3.0209 2.1142
C 0.3570 -0.8181 -2.1953
C 4.4256 -0.7022 2.3865
C 4.5812 0.2140 3.5706
C 1.6743 -0.0430 -1.5850
C 2.8824 0.2119 -2.6652
C 5.8967 0.1852 4.3020
H -2.0065 1.0270 -0.8764
H 5.8651 0.8974 5.1334
H -0.9598 2.6180 -2.3244
H -4.1281 -3.8550 4.9166
H -1.9058 -3.0038 4.2132
H 1.3161 0.9140 -1.0120
H 2.1197 -0.7705 -0.7496
H -5.8648 -4.3450 3.2130
H 4.5395 -1.7419 2.7037
H 6.7046 0.4736 3.6248
H -1.4155 -2.6557 1.8057
H 3.6808 -0.6636 -2.5218
H -3.1577 -3.1301 0.1033
H 3.3939 1.6651 -1.2152
H 5.1680 -0.4534 1.6240
H 6.0760 -0.8149 4.7045
H 3.2151 2.3219 -2.7721
H 2.5378 0.2792 -3.7815
H 3.4261 -0.5741 1.9574
H -5.3839 -3.9711 0.8073
*
```

***

Record 4
Here is a gas-phase ion, C12H20BrF4NO2PS (charge +1) from the OMol25 dataset. Energies are from wB97M-V/def2-TZVPD.

For the molar mass, the calculation gives 429.2 g mol⁻¹. The value obtained for the orbital gap is 9.2 eV. The HOMO energy is -12.76 eV.

Structure (ORCA input):
```
! RIJCOSX wB97M-V def2-TZVPD def2/J DEFGRID3
* xyz 1 1
Br -1.9069 -1.5810 -2.0400
S 3.5476 2.3941 -0.4779
P 1.7801 2.6631 -1.1488
F -1.0737 0.5109 1.9560
F 0.8096 3.1971 2.4346
F 0.2623 1.5372 3.7689
F -0.6493 2.2198 0.7326
O 1.6596 3.0100 -2.6979
O 0.9676 3.8416 -0.4927
N -0.4318 0.6908 -1.5624
C 0.1714 -0.9953 0.0254
C -1.2466 1.8166 -2.0443
C -1.0594 -0.4508 -0.7262
C 0.0803 -2.1387 1.0882
C 0.1936 -1.7521 2.5668
C 0.8086 1.8441 2.5790
C -1.1007 -3.1130 0.9059
C 0.8045 0.3623 0.4529
C -0.8665 -4.2158 -0.1457
C -1.5870 1.8968 -3.3170
C 0.9617 1.0027 -0.9313
C -0.0539 1.2100 1.4248
H -0.9231 -5.2035 0.3034
H -0.1963 0.2073 -2.4313
H -1.5777 2.5110 -1.2878
H -1.7634 1.0313 -3.9452
H -1.2204 -3.6130 1.8646
H -1.7464 2.8804 -3.7382
H -2.0284 -2.5739 0.7048
H 1.4351 4.1673 0.2913
H 0.5198 -2.6256 3.1256
H 1.6421 0.3683 -1.4958
H -1.8695 -0.0924 -0.1019
H 1.8015 0.1443 0.8282
H -1.5687 -4.1713 -0.9721
H 0.9663 -2.7433 0.8821
H -0.7769 -1.4828 2.9771
H 1.6500 2.2453 -3.2841
H 0.8708 -0.9222 2.7649
H 0.7373 -1.4448 -0.7958
H 1.8466 1.5059 2.5457
H 0.1302 -4.1387 -0.5865
*
```

***

Record 5
Here is a molecular structure, C12H20Cl2N2V from the OMol25 dataset. Energies are from wB97M-V/def2-TZVPD.

For the molar mass, the calculation gives 314.2 g mol⁻¹. The value obtained for the orbital gap (alpha / beta) is 4.9 / 5.0 eV. The HOMO energy (alpha / beta) is -2.09 / -2.16 eV. As for the expectation value of S²: 2.15.

Structure (ORCA input):
```
! RIJCOSX wB97M-V def2-TZVPD def2/J DEFGRID3
* xyz -1 3
V 0.0048 1.5871 0.9662
Cl 0.2070 3.5403 -0.2460
Cl 0.2633 2.2888 3.1801
N 0.6993 -1.3856 1.7518
N -0.2480 -0.4666 1.4524
C -0.6224 0.6277 -1.0608
C 0.8882 -0.0618 -1.2661
C -0.4987 1.8981 -3.3290
C -1.3091 1.4538 -2.0745
C -1.1280 -2.0317 2.8040
C 1.0075 1.6767 -3.1368
C 0.2462 -2.3197 2.6131
C 1.6723 0.4318 -0.1963
C -1.4049 -0.9014 1.9943
C -2.6034 -0.1059 1.8283
C 1.4064 0.2435 -2.6713
C 1.0722 -3.3509 3.2303
H 1.0854 -0.3917 -3.5108
H 1.6317 -1.3217 1.3301
H -3.3228 -0.6358 1.1907
H 2.5000 0.1756 -2.6052
H -0.8477 1.3473 -4.2243
H -0.7452 2.9507 -3.5807
H -1.3435 -0.1045 -0.6455
H -2.2426 1.0593 -2.5000
H 0.8480 -1.2053 -1.1559
H -2.4024 0.8842 1.3680
H -1.7031 2.3406 -1.5607
H -1.8056 -2.5040 3.4714
H 1.3896 2.3888 -2.4009
H 0.7380 -4.3329 2.8756
H -2.9988 0.0550 2.8366
H 2.3669 0.7864 0.6563
H 2.6263 -0.0214 -0.5440
H 1.4819 1.8927 -4.1192
H 2.1228 -3.1930 2.9582
H 0.9683 -3.2943 4.3204
*
```

***

Record 6
Here is a molecular structure, C12H20ClDyN2O2P from the OMol25 dataset. Energies are from wB97M-V/def2-TZVPD.

For the molar mass, the calculation gives 453.2 g mol⁻¹. The value obtained for the orbital gap (alpha / beta) is 5.0 / 7.8 eV. The HOMO energy (alpha / beta) is -16.42 / -16.42 eV. As for the expectation value of S²: 12.63.

Structure (ORCA input):
```
! RIJCOSX wB97M-V def2-TZVPD def2/J DEFGRID3
* xyz 2 7
Dy -0.5006 0.4655 1.4235
Cl 1.9398 0.2102 1.9719
P 0.2036 -2.3901 0.8409
O -2.6052 0.8556 1.5833
O -0.0640 -1.3382 4.8700
N -0.1153 2.6946 0.4463
N -0.0858 0.1639 -0.9535
C 1.2648 3.2090 0.4547
C 0.4974 -0.9419 -2.9954
C -0.1228 1.3355 -1.6553
C -0.6275 2.5756 -0.9330
C 0.0555 1.4052 -3.0358
C 0.0139 -2.3705 -1.0433
C 0.1826 -0.9792 -1.6339
C 0.4113 0.2433 -3.7245
C 1.7822 -3.3553 0.9461
C -0.9780 3.5217 1.3301
C -0.2186 -0.9892 3.7903
C -0.9492 -3.7442 1.2614
H -0.6352 3.3856 2.3739
H 0.5846 0.2471 -4.8070
H 0.7687 -3.0138 -1.4260
H 0.7433 -1.8820 -3.4803
H -1.7348 2.5399 -0.9216
H -0.9466 -2.8172 -1.3764
H 2.5800 -2.7814 0.4602
H -0.3478 3.4695 -1.5197
H 1.6654 -4.3309 0.4504
H -1.1947 -3.7219 2.3310
H -0.5327 -4.7303 1.0168
H -0.9785 4.6007 1.0616
H 1.8894 2.5425 -0.1363
H 2.1206 -3.5099 1.9813
H -1.8750 -3.5774 0.7036
H -0.1660 2.3368 -3.5610
H -2.9478 0.1471 1.0159
H -2.0021 3.1221 1.3283
H 1.2851 4.2490 0.0885
H 1.6400 3.1531 1.4732
*
```

***

> Look up the molar mass of the sixth one.

453.2 g mol⁻¹

***

> Among the records above, which one has the highest molar mass?

C12H20Br24N4OP